P:
Molecular formula: C49H60NO2P2S2Sb2Ta
Method: DFT, ωB97M-V/def2-TZVPD

Atoms and positions in Å:
C -3.03215 1.55493 -4.07677
H -3.66883 6.81269 3.71183
Sb 1.45977 4.39997 0.47879
O -0.57782 -2.14735 3.11685
C 3.35015 -1.76474 -3.48735
C 1.41134 4.73266 2.59777
H 1.06295 -5.13680 -2.38163
C 1.43596 -4.15789 1.93732
H -1.65451 -3.75791 3.69652
C -0.03533 -5.99736 2.55516
C 3.76007 -4.02842 -1.37208
C 1.89495 -4.76933 -2.98707
H -3.97191 5.09207 1.98500
H -3.45495 4.41251 -0.23648
H 0.78889 6.93647 -0.02521
H 0.22928 -0.08362 5.33312
C -1.34135 1.38140 -2.34077
H -0.30342 -6.77061 3.26279
H 2.74165 1.06159 -5.23474
C -4.02256 1.75138 -0.30038
H 3.49477 -6.85306 -3.20764
C -0.76959 -5.82351 1.39164
C -4.47935 -2.31175 -2.58693
H 5.41117 -3.59058 -0.07450
C -2.33126 -2.00771 4.78738
C 2.88679 -1.37739 -2.22825
H 2.72884 -3.31999 3.40959
H -2.50803 -0.94774 4.60419
H -3.83261 1.09704 -4.64475
C 1.01654 0.20443 4.63680
C 1.79914 0.40682 -0.75334
C 2.36884 -0.07688 -2.04576
H 4.13411 4.86430 0.41734
H -0.17631 -0.57274 -3.35910
C 0.45562 1.02684 3.49812
S 0.97677 -2.81084 -0.52995
C 0.71037 -4.01998 0.75133
C 5.69255 -5.47002 -1.05133
C 1.04429 -5.16982 2.81255
C -0.38813 -4.84283 0.49387
C 5.13921 -6.39198 -1.92283
C 3.29567 -0.90370 -4.57106
C 2.78131 0.37442 -4.39938
C -0.94193 6.23699 1.00417
H 2.40083 -2.23082 2.05276
H -3.73770 -4.30483 -2.30247
C -2.38574 4.40234 -0.02189
P -0.28273 -1.02052 2.02553
C -2.75069 2.42197 2.55344
H -3.78616 2.75875 2.55470
C 3.20661 -4.95936 -2.26883
H 3.51361 -3.57498 1.85273
C -2.63666 2.85265 -4.36079
H -3.26710 -2.46172 5.11596
H 1.75531 0.79915 5.17529
H -1.61432 8.21693 3.69186
H 3.77854 -2.75117 -3.61524
S -1.94174 -1.07906 0.70640
H -0.94879 -4.70272 -0.42275
H 1.43875 5.80497 2.78560
C -3.05992 5.67806 2.00029
H 2.21527 -0.12100 0.11055
C -1.58135 3.41738 -3.65913
H -4.19210 0.68039 -0.20575
H 0.03067 1.95797 3.87118
H -0.13224 3.14830 -2.11422
C -2.39502 0.81856 -3.08094
H 0.50341 4.32654 3.03930
C -2.89937 6.65268 2.96893
H -2.13662 3.13079 3.10580
H 1.50688 -0.70271 4.28049
C -4.13981 -0.98281 -2.79199
H -4.79223 2.29381 0.24909
O -0.63056 0.37928 2.80638
H 3.27314 6.37343 0.79382
H 0.18765 -1.91296 -2.49542
P 3.09062 -2.44682 -0.75257
H -1.25129 4.42318 -3.88602
H -1.60321 -2.10667 5.59224
C 3.91436 -6.13122 -2.51782
H -4.91449 -0.23634 -2.91408
C -2.14814 -2.88505 -2.46214
C -1.84387 -2.69722 3.53479
H 0.08071 7.85997 1.94924
H -2.56146 -2.59926 2.71862
H 1.90141 -5.32878 -3.92236
C -3.48117 -3.26277 -2.43730
H 1.60302 -5.29413 3.73201
H 3.36023 5.78289 -0.88139
C 0.14140 6.05972 -0.00766
C -0.95262 2.68663 -2.66018
H -1.62418 -6.45025 1.17617
H 5.65914 -7.31412 -2.14497
H 3.66278 -1.22329 -5.53651
C -2.09266 5.44037 1.02262
H 1.70054 -3.72414 -3.21841
C -0.80079 7.22994 1.97535
H 2.27807 4.25920 3.05792
C -1.75455 7.43674 2.95594
H -1.86420 4.56412 -0.95984
H 2.03021 1.46875 -0.63167
Sb -2.13628 2.31006 0.52692
H -1.36330 -3.62423 -2.35668
H 1.94319 1.78171 -3.02180
H -2.66608 1.43196 2.99062
N -0.44429 -1.11777 -2.53990
H 1.23456 1.27790 2.76968
C 3.27812 5.48581 0.16246
C 2.58091 -3.26897 2.33146
H -0.24802 5.91044 -1.01494
C 2.33143 0.77703 -3.15334
Ta -0.42948 0.22179 -0.69266
C -2.80887 -0.58283 -2.82206
C 4.99485 -4.30607 -0.77529
H 6.64974 -5.65564 -0.58388
H -4.05133 2.03923 -1.34953
C -1.81728 -1.55139 -2.62917
H -3.13934 3.41356 -5.13706
H -5.51912 -2.60528 -2.55240

Its HOMO energy (spin up / spin down) is -9.58 / -10.20 eV. For the molar mass, the calculation gives 1245.57 g mol⁻¹. As for the net charge: +1. For the frontier orbital gap (spin up / spin down), the calculation gives 6.423 / 7.257 eV. Its multiplicity is 2.

Mulliken atomic charge list, values in e, 8 entries: -0.319 0.421 0.536 0.498 -0.664 -1.368 0.285 1.064

***

Q:
Molecular formula: C49H60NO2P2S2Sb2Ta
Method: DFT, ωB97M-V/def2-TZVPD

Atoms and positions in Å:
H 2.01519 -3.24491 3.17674
H 5.90339 2.91585 -0.59280
C -1.98711 -0.64256 2.19268
C -1.07855 -2.54617 -1.51346
H -0.17029 -0.72966 -4.28843
C -3.62364 2.38820 7.44703
C -2.88632 2.95012 -1.98887
H -1.69603 -4.48344 -2.20573
C -4.20507 -1.66763 2.17625
C -2.90726 -1.58382 1.70887
C 0.82261 -0.29089 -4.36243
C 5.54091 2.14002 0.08053
H 6.60236 -5.53884 -2.47893
C 0.19543 3.80912 5.20956
H -3.49041 4.14375 4.97615
H 4.70358 -2.10407 -0.39869
H -0.37012 6.11651 3.94130
C 2.13478 -3.88601 2.30270
C -1.78899 -3.40973 -2.33371
H 4.86201 -5.59524 -0.73798
H -0.37708 3.64008 6.12321
C 5.41468 -4.36897 -3.83575
H 4.67116 -0.97134 -3.18976
H 5.38572 0.64406 -1.46397
H -1.43467 0.26225 8.90684
C 3.20879 -3.72900 -3.03655
C 3.44982 -4.41512 -1.83406
H 4.92765 2.60070 0.85324
C 4.77320 1.07649 -0.67594
H 1.93613 4.74809 -1.92396
H -3.42012 -1.09226 -4.18187
C 4.08173 4.77580 -2.16578
H 6.39824 1.66666 0.56251
P 2.36048 2.26690 -0.64698
H -2.96597 1.59014 0.20601
C -2.42529 0.23279 3.23558
C -3.20250 2.33762 6.11738
H 3.06888 -4.44244 2.38538
H 1.71509 -2.94037 -4.36526
C -1.49118 0.78014 6.82400
C -3.96856 3.17202 5.12071
C 4.33716 -2.43376 0.57488
C -0.71635 4.00781 4.02619
C 2.41533 -4.52532 -0.76143
C -2.12545 1.37903 -4.12942
H 1.29904 -4.58604 2.25766
C 4.68303 -5.04826 -1.65945
C -1.41399 2.93318 3.43829
C -0.59650 -0.77592 1.61501
C -0.88981 5.27801 3.48891
H 0.82789 2.93159 5.05892
H -0.46787 -2.98375 -0.73109
H -3.36330 1.72656 9.46855
H -2.38583 3.13555 -5.33455
H -1.85407 6.50301 2.01579
H 2.68370 -5.30682 -0.05108
H 4.79242 -3.39252 0.81967
H -2.57282 -2.28979 0.95328
C -2.63166 -2.89065 -3.30832
H 2.79099 5.72162 -0.71888
C 5.66195 -5.02611 -2.63831
C -2.74760 -1.51342 -3.44194
P -1.23819 1.27281 4.18720
H -3.18970 -3.54919 -3.96290
C 1.92216 -3.00477 -3.29588
H 4.01772 0.63867 -3.60411
C -3.72833 0.08358 3.72727
H -4.46640 3.02441 7.69664
H 6.16051 -4.36174 -4.62203
C -2.00965 -0.64379 -2.63613
C -2.19563 3.15473 2.31124
H 1.32004 -0.65291 -5.26084
S 2.02456 1.28755 1.06177
C -2.09988 1.51805 5.80060
C 4.20002 -3.73223 -4.02327
Sb 2.20313 -2.72333 0.48382
H -5.62318 -0.90752 3.59864
C -1.93229 0.83780 8.13550
H 0.74084 0.79178 -4.39972
H 4.97549 4.87752 -1.54976
Ta 0.08494 0.21384 -0.36157
C 3.84682 -0.43322 -3.65424
O 3.59560 1.56180 -1.38232
C -1.16547 -1.14878 -1.62821
C -2.55170 1.61746 -1.78498
H -3.00511 4.59868 0.94442
N -2.50895 1.03422 -0.50401
H 1.42778 -4.74893 -1.17119
C -4.62118 -0.82974 3.19400
H -4.04885 0.68969 4.56521
H 3.99093 -3.24288 -4.96945
H -2.87403 0.09169 -0.48025
H -3.10866 4.53432 -3.41297
H -4.88210 -2.40780 1.76377
Sb 1.99438 -0.90507 -2.66543
H -3.20426 3.55568 -1.14860
C -2.83215 3.49788 -3.26240
H 4.59152 -1.70270 1.34297
C -1.72096 5.49841 2.40077
H -0.64282 0.15096 6.57097
H 0.12698 -0.46294 2.37547
H 4.45264 0.28480 -0.00109
H -4.03665 2.68824 4.15183
H -2.74805 2.32715 1.88878
H -4.98044 3.35068 5.48571
C -3.00496 1.65611 8.44796
C -2.18529 0.81693 -2.85688
H 0.83507 4.67882 5.36068
H -1.84118 0.75562 -4.97067
H -0.44749 -1.83996 1.42975
H 4.05435 5.60740 -2.87208
C -2.43784 2.71456 -4.33884
C 2.83471 4.81162 -1.31060
H 3.73993 -0.75537 -4.68682
H 4.14220 3.84496 -2.73202
O 2.80719 3.74261 -0.32758
C -2.36187 4.43533 1.79570
S 0.84954 2.21787 -1.96048
H 1.06515 -3.45606 -2.79682

Its HOMO energy (spin up / spin down) is -9.91 / -9.97 eV. For the molar mass, the calculation gives 1245.57 g mol⁻¹. As for the net charge: +1. For the frontier orbital gap (spin up / spin down), the calculation gives 6.206 / 6.501 eV. Its multiplicity is 2.

Mulliken atomic charge list, values in e, 8 entries: 0.380 0.236 0.256 -0.978 0.359 -0.845 -0.761 0.507

***

R:
Molecular formula: C49H60NO2P2S2Sb2Ta
Method: DFT, ωB97M-V/def2-TZVPD

Atoms and positions in Å:
H 3.03187 -1.46920 -6.22580
C -4.94599 -2.63702 -0.35471
C -4.53208 -4.44072 1.19130
O 1.65854 -1.05265 -3.95518
H 1.77983 -5.36879 -5.66387
C 4.18817 1.26102 -0.72994
C 2.71432 3.79274 0.83276
H -0.76036 0.94514 2.21069
C -6.19796 -2.46714 0.24142
C -6.61267 -3.25784 1.30216
C -1.41891 3.49304 -3.49407
H -5.41602 -1.28229 -1.94907
C -4.15350 1.27510 -2.32208
C 1.26682 4.72567 -1.06126
H -2.40008 -4.88924 -0.26994
H 3.77798 0.41867 2.53857
H 6.90538 -0.70369 -0.14407
C -2.48614 4.25118 2.84197
H -2.67948 -3.68436 -1.52502
C -0.45244 2.52868 -3.73576
H -2.66465 4.63531 3.83855
C -4.09980 -3.63894 0.13428
C 4.21424 0.44875 1.54677
H 2.96967 -4.26676 -4.95481
H 0.65755 0.93649 -2.91835
H -5.63084 0.60082 0.37568
C 1.04219 -0.51950 1.71985
P 0.99817 -1.84656 -2.75393
C -1.94999 3.22087 0.23855
H -4.56477 -0.17621 1.56331
C -2.72024 5.02772 1.71227
H 4.41832 7.25375 1.18899
C 3.77193 3.98649 1.73231
H 4.12037 3.15405 2.33421
H -6.86597 -1.70545 -0.15038
O 1.35571 -3.36375 -3.00523
H 2.62651 6.91740 -0.46006
H -1.80202 -4.02646 2.69752
C 1.09263 2.48087 4.80485
C -1.52571 2.81818 -1.15085
H 2.52136 1.97186 -1.93011
C 0.30905 -4.19788 0.38376
C -0.08548 1.69029 -2.69384
Sb -1.18890 -2.71006 0.44543
C 3.11231 -1.04711 -4.11406
H 3.50950 -0.30957 -3.42029
C 5.97889 -0.17861 0.05335
C 0.62511 0.22584 4.10785
H 3.50870 -2.02378 -3.83610
C 1.09407 0.49505 2.82304
H 4.06272 1.87896 -2.79163
H 5.85049 0.64120 -1.92420
Ta -0.12945 -0.07275 -0.22270
S 1.89470 -1.37625 -1.01756
C 3.41688 -0.70588 -5.54727
C -2.44457 4.52005 0.45696
C 5.39871 -0.23717 1.31103
H -7.59238 -3.10762 1.74023
H 5.86685 -0.80059 2.10924
H -3.09332 6.04062 1.80588
C -1.76179 2.46186 1.39022
H -6.08702 -4.89669 2.59799
C -1.92666 3.63433 -2.21301
C -5.77263 -4.25658 1.78214
H 1.15937 -3.87519 0.98128
Sb -3.36153 -0.04570 -0.87478
H 0.63723 -4.35517 -0.64214
H 0.69721 -3.22330 -4.99027
H -1.05413 -2.46618 3.12886
H -1.77063 4.14408 -4.28559
C 1.58079 1.78124 2.54168
H 2.97380 0.25384 -5.81770
H -5.16130 0.92768 -2.54865
C 3.94758 6.28309 1.09495
H 1.54628 5.31657 -1.93630
C 0.94842 -3.99418 -4.26258
H 2.33179 -5.61440 -3.99935
H -2.67451 4.40099 -2.05831
H -3.88143 -5.23457 1.54849
H -1.81099 2.33486 3.52331
C -0.63201 1.75396 -1.40164
H 0.00078 2.41935 -4.71421
C 2.93463 6.09432 0.17642
H 1.13226 3.69817 -1.38357
C 2.30643 4.85320 0.01597
C 1.57135 2.76289 3.53025
C -4.53889 -1.73941 -1.49284
C 4.38153 5.21647 1.87640
C 0.62184 1.20843 5.09460
C -2.73571 -3.86901 -0.45483
C 3.58768 1.17527 0.53603
H 0.04976 -4.57085 -4.05105
H -2.57455 5.18391 -0.38509
H 1.08841 3.25435 5.56243
C -2.00735 2.97141 2.66394
H -3.53978 1.28223 -3.22153
P 2.01206 2.08485 0.79667
H 4.49793 -0.63668 -5.68959
C -1.77207 -2.95797 2.47209
C 5.37925 0.57418 -0.94852
H -3.98308 -2.25536 -2.27620
H -2.76696 -2.53682 2.63485
H 0.30065 5.09511 -0.71237
H -4.18727 2.27758 -1.90295
C 2.07782 -4.86052 -4.74444
H -0.11647 -5.11164 0.79475
N -1.33562 1.06240 1.37925
S -0.91877 -1.43267 -2.74322
H 0.25322 0.97671 6.08708
H -4.30059 1.53372 1.10406
H 2.06029 -0.72851 1.39532
H 3.77106 3.17368 -1.63429
H -2.16015 0.49471 1.55945
C -4.60539 0.54743 0.74658
H 5.19279 5.34160 2.58359
H 0.26062 -0.77061 4.33559
H 0.66838 -1.47240 2.10335
H 1.92507 3.76242 3.30812
C 3.60313 2.11090 -1.83035

Its HOMO energy (spin up / spin down) is -9.34 / -10.23 eV. For the molar mass, the calculation gives 1245.57 g mol⁻¹. As for the net charge: +1. For the frontier orbital gap (spin up / spin down), the calculation gives 6.989 / 8.122 eV. Its multiplicity is 2.

Mulliken atomic charge list, values in e, 8 entries: 0.358 0.730 -0.540 -0.097 0.400 -0.145 1.231 -0.550

***

Stability summary - winner: R; margin: 181.7 kJ/mol.

***

P:
Molecular formula: C15H35N5O5
Method: DFT, ωB97M-V/def2-TZVPD

Atoms and positions in Å:
N -0.24754 -3.32754 6.72461
H 0.22547 1.91983 -1.34067
C 8.93331 3.46054 -2.40948
C -2.14742 0.23673 -6.73021
H 1.82174 -3.20631 6.38603
N 8.88332 3.38170 -1.04841
H -1.12437 -1.84147 5.72574
H 0.41815 -1.56162 -1.61198
H 7.82584 3.92634 0.57174
H 7.47928 2.31501 0.17676
C 0.89039 -3.18594 5.82012
C -3.31449 2.31938 -7.52193
C -1.28717 -2.50040 6.59264
H -5.45930 0.12842 -0.17514
H 10.96054 3.56251 -0.81494
H -0.01476 -5.36672 6.89727
C 0.75708 0.98039 -1.49216
C -0.18726 -4.50234 7.53851
H -5.67574 -2.74885 2.81267
H 10.01600 2.82428 0.53697
H -5.49150 -3.33998 0.74660
H 10.03616 4.50875 0.36894
H -0.82868 1.34359 0.68757
H 0.62835 -4.41826 8.25671
O 0.06075 -2.08898 0.36783
H -3.71290 1.99154 -8.48208
O -2.34437 -2.55575 7.22383
H -6.97712 0.33724 0.81069
N -5.98929 -1.40154 1.14026
C 10.04137 3.59819 -0.23018
H 9.94128 3.77318 -2.72326
H -4.15551 -0.21178 -5.36936
C -6.26117 -1.87051 2.54084
N 0.30163 0.07930 -0.42176
H -0.45120 -0.01256 1.67087
H -7.32375 -2.10670 2.59772
H -5.47870 0.68511 1.51294
H 6.75040 3.58755 -0.81092
H -3.95444 3.11490 -7.14020
N -3.28385 1.14337 -6.64105
H -2.07445 -0.14674 -5.71251
H 0.89448 -4.00179 5.09730
O 7.97454 3.07752 -3.13815
O -5.31358 1.42653 -5.71325
C 7.65906 3.28256 -0.29188
H 0.77657 0.65221 -2.53140
H 0.81610 1.08919 1.32632
C -5.52715 -2.34543 0.27563
C -5.93898 0.00536 0.79587
H -1.15612 -4.69246 8.00032
C -0.04725 0.60570 0.86921
H 1.77077 1.27519 -1.22082
H -6.10036 -1.14985 3.34263
C 0.27564 -1.29043 -0.55445
C -4.27107 0.78862 -5.81440
H -2.38297 -0.57126 -7.42286
H -1.17806 0.64007 -7.02306
O -5.04087 -2.12502 -0.81246
H -2.30519 2.73092 -7.52824
H 0.90821 -2.22160 5.31234

Its HOMO energy is -9.07 eV. For the molar mass, the calculation gives 365.47 g mol⁻¹. As for the net charge: 0. For the frontier orbital gap, the calculation gives 9.467 eV.

Mulliken atomic charge list, values in e, 8 entries: 0.067 0.279 0.215 -0.893 0.316 0.070 0.219 0.273

***

Q:
Molecular formula: C15H35N5O5
Method: DFT, ωB97M-V/def2-TZVPD

Atoms and positions in Å:
H 0.67943 -4.18265 -4.38690
H 1.89604 7.45898 3.07169
H -5.63739 1.43064 1.91590
C -3.37647 -1.00741 1.28122
H 1.48862 0.78718 0.76120
H 3.97519 -2.09783 1.44401
H -2.71865 -0.18935 1.57474
H 1.21755 7.91333 1.55866
N 2.45775 6.16507 1.62688
H 2.97368 8.12946 1.70555
O 3.78884 4.35648 2.01481
H -3.99740 1.36853 1.78938
O -1.82356 -5.00671 -7.10499
C 2.10704 5.71192 0.26698
H 2.25001 4.63781 0.14892
H 2.71539 6.20605 -0.49055
C -5.78785 -1.35909 1.88218
H 4.40959 -4.46190 3.78413
H 1.11424 2.32346 0.20236
H -4.85819 1.28818 0.29755
N 0.22330 0.86681 -1.00636
H 1.04811 5.90447 0.09468
H -1.01954 -0.76388 -0.98165
H 4.72345 -1.51038 2.81874
H -6.78301 -0.89683 1.97258
C 2.12669 7.51351 2.00777
C 3.35886 -4.13591 3.82772
H -0.08592 1.23262 0.99497
H -3.28651 -3.67476 -5.48229
O 2.50591 -4.48846 4.64182
N 3.12501 -3.17166 3.03958
O -5.55495 -2.57048 2.13137
C -0.02700 -3.35750 -4.47734
C 3.29601 5.37498 2.41769
H 1.52607 -2.40727 1.87575
H 1.10505 -3.00648 3.45101
H 5.10814 -3.11823 2.18468
C -1.07393 -4.74793 -6.19067
O -0.49257 2.84964 -1.78421
H -0.29749 -3.10970 -3.45093
N -1.20927 -3.78467 -5.28873
H -0.08709 -5.23020 -6.26654
H 0.61661 -0.96837 -0.39250
H 3.49129 5.81068 3.40978
C 1.86014 -2.43340 2.91296
C 4.29553 -2.43443 2.43000
N -4.78878 -0.52145 1.46293
H -3.15368 -1.23827 0.23951
H 1.94566 -1.42935 3.32850
H 0.43394 -2.54185 -5.03444
H -3.20558 -1.94670 1.80718
H -2.39841 -2.20146 -4.74425
C -4.87625 0.92217 1.32410
C 0.02494 -0.54620 -1.20478
C -0.30726 1.66481 -1.94254
H -2.69373 -3.64830 -3.82775
H -0.72123 1.15481 -2.82612
C -2.50091 -3.28271 -4.83635
C 0.69362 1.31852 0.23799
H 0.18077 -0.91804 -2.21748

Its HOMO energy is -9.37 eV. For the molar mass, the calculation gives 365.47 g mol⁻¹. As for the net charge: 0. For the frontier orbital gap, the calculation gives 9.433 eV.

Mulliken atomic charge list, values in e, 8 entries: 0.384 0.341 0.389 -0.872 0.347 0.292 0.206 0.301

***

Stability summary - winner: P; margin: 56.8 kJ/mol.